Record 1
Entry from the Open Molecules 2025 dataset: C22H28F4GaN6S as an isolated structure (ωB97M-V with the def2-TZVPD basis set).

Each line ends with the Löwdin charge.
Atoms and positions in Å:
Ga 0.2588 -0.1906 0.3067  0.315
C 5.2839 1.9297 -1.5224  -0.084
C 4.1274 1.4896 -2.4066  -0.262
N 2.8487 2.0620 -2.0000  0.008
C 2.0652 1.6401 -1.0064  -0.684
S 2.5086 0.1479 -0.1625  0.815
N 1.0442 2.4167 -0.6773  0.058
N 0.3161 1.8395 0.3039  -0.068
C -0.3104 2.5014 1.1941  -0.229
C -0.3950 3.9869 1.2101  0.014
C -0.7909 1.6275 2.2927  -0.175
C -1.4710 2.1121 3.3941  0.027
C -1.7250 1.2690 4.4657  -0.004
C -1.2689 -0.0359 4.4181  -0.013
C -0.6342 -0.4660 3.2687  -0.092
N -0.4221 0.3248 2.2168  0.083
H 6.2160 1.4849 -1.8716  0.080
H 5.3974 3.0140 -1.5417  0.079
H 5.1252 1.6187 -0.4895  0.058
H 4.2915 1.7997 -3.4379  0.121
H 4.0303 0.4052 -2.4148  0.090
H 2.5730 2.9499 -2.3944  0.152
H 0.5446 4.3958 0.8408  0.089
H -1.1802 4.3227 0.5288  0.106
H -0.5979 4.3837 2.2005  0.077
H -1.7923 3.1422 3.4179  0.121
H -2.2577 1.6361 5.3325  0.127
H -1.4077 -0.7204 5.2420  0.122
H -0.2852 -1.4827 3.1856  0.095
C 1.3823 -4.5061 0.9489  -0.055
C 1.1817 -3.0110 1.1421  -0.227
N 0.2069 -2.3485 0.2322  -0.211
C -1.1522 -2.9700 0.2725  -0.206
C -1.9027 -2.8963 1.5834  -0.057
C 0.6585 -2.4705 -1.1862  -0.183
C -0.1263 -1.5256 -2.1178  -0.182
N -0.6130 -0.3859 -1.3564  -0.044
C -1.6383 0.3821 -1.8546  -0.156
C -2.5942 0.9275 -0.9938  -0.142
F -2.5081 0.6226 0.3287  0.066
C -3.6242 1.7318 -1.4305  -0.215
F -4.4866 2.2148 -0.5263  0.099
C -3.7828 2.0201 -2.7703  0.080
C -2.8608 1.4773 -3.6444  -0.208
F -2.9558 1.7341 -4.9508  0.111
C -1.8093 0.6930 -3.2072  -0.139
F -0.9141 0.2524 -4.1056  0.101
H 2.1818 -4.8363 1.6115  0.090
H 0.4917 -5.0805 1.2027  0.079
H 1.6814 -4.7572 -0.0678  0.081
H 0.8622 -2.8242 2.1672  0.098
H 2.1303 -2.4869 1.0093  0.101
H -1.7375 -2.4768 -0.5016  0.119
H -1.0369 -4.0133 -0.0312  0.125
H -2.1681 -1.8741 1.8461  0.061
H -2.8377 -3.4442 1.4640  0.096
H -1.3652 -3.3623 2.4110  0.079
H 1.7212 -2.2422 -1.2146  0.088
H 0.5237 -3.4996 -1.5216  0.128
H 0.5511 -1.2343 -2.9241  0.122
H -0.9607 -2.0574 -2.5854  0.130
H -4.5909 2.6433 -3.1234  0.142

## Properties
- 2S+1 = 1
- LUMO level (eV) = -3.686
- gap between HOMO and LUMO (eV) = 6.906
- total charge = +1

***

Record 2
Entry from the Open Molecules 2025 dataset: C22H28GaN4O8 as an isolated structure (ωB97M-V with the def2-TZVPD basis set).

Each line ends with the Löwdin charge.
Atoms and positions in Å:
C 3.7210 -3.1986 1.0020  -0.053
C 2.8188 -2.0719 1.4673  -0.437
O 2.1880 -1.5265 0.3014  -0.103
C 1.8310 -2.5082 2.5537  -0.349
O 1.1705 -3.6952 2.3438  -0.326
Ga -0.3480 -3.7487 1.2102  0.311
C -1.7136 -2.3880 1.8517  -0.430
N -2.1663 -2.5789 3.2509  -0.083
H 4.4157 -2.8387 0.2383  0.071
H 3.1204 -4.0190 0.6101  0.079
H 4.3110 -3.5629 1.8488  0.080
H 3.4484 -1.2918 1.9340  0.118
H 1.3243 -1.1805 0.5595  0.061
H 1.1307 -1.6599 2.7231  0.112
H 2.4362 -2.5752 3.4790  0.114
H 0.0055 -3.4063 -0.3282  -0.079
H -0.9419 -5.2436 1.3298  -0.094
H -1.3772 -1.3476 1.7340  0.026
H -2.5422 -2.5135 1.1245  0.023
H -2.4810 -3.5394 3.3370  0.035
H -2.9870 -2.0044 3.4291  0.007
C 3.1518 1.6021 0.7050  -0.046
C 4.4842 1.6829 1.0922  -0.057
C 5.0197 2.8869 1.5200  -0.009
C 4.1964 3.9984 1.5517  -0.158
C 2.8664 3.9481 1.1743  -0.008
C 2.3486 2.7355 0.7477  -0.052
N 4.7562 5.2824 2.0071  -0.357
O 5.9330 5.3143 2.3109  0.063
O 4.0148 6.2449 2.0456  0.064
H 2.7465 0.6521 0.3758  0.089
H 5.1063 0.7984 1.0617  0.108
H 6.0520 2.9707 1.8244  0.115
H 2.2588 4.8394 1.2162  0.115
H 1.3107 2.6733 0.4487  0.109
C -3.6119 2.1765 -0.6218  -0.069
C -3.2972 0.8848 -0.2229  -0.043
C -3.7755 0.3913 0.9802  0.014
C -4.5495 1.2207 1.7673  -0.142
C -4.8617 2.5194 1.4062  -0.014
C -4.3927 2.9916 0.1907  -0.075
N -5.0306 0.7028 3.0620  -0.347
O -4.8153 -0.4644 3.3102  0.077
O -5.6085 1.4746 3.8041  0.065
H -3.2238 2.5557 -1.5583  0.098
H -2.6631 0.2587 -0.8333  0.084
H -3.5200 -0.6030 1.3182  0.085
H -5.4575 3.1353 2.0629  0.113
H -4.6240 4.0037 -0.1143  0.101
C -0.9418 -1.4862 -6.6312  -0.080
C -0.9998 -0.1054 -6.4914  -0.076
C -0.9489 0.4690 -5.2312  -0.009
C -0.8406 -0.3650 -4.1346  -0.139
C -0.7807 -1.7415 -4.2447  0.013
C -0.8336 -2.3009 -5.5119  -0.062
N -0.7798 0.2304 -2.7839  -0.343
O -0.8502 1.4444 -2.6948  0.059
O -0.6723 -0.5339 -1.8547  0.079
H -0.9787 -1.9293 -7.6180  0.103
H -1.0829 0.5276 -7.3647  0.103
H -0.9909 1.5389 -5.0932  0.115
H -0.6912 -2.3508 -3.3563  0.123
H -0.7872 -3.3757 -5.6218  0.109

## Properties
- 2S+1 = 1
- LUMO level (eV) = 1.221
- gap between HOMO and LUMO (eV) = 5.885
- total charge = -1

***

Record 3
Entry from the Open Molecules 2025 dataset: C22H28I2N4O3PPt as an isolated structure in a non-equilibrium geometry (ωB97M-V with the def2-TZVPD basis set).

Each line ends with the Mulliken spin population.
Atoms and positions in Å:
Pt 0.0641 -0.6918 -0.0936  1.129
I -7.0092 -1.6685 -3.5007  0.423
C -5.1002 -1.0540 -2.8585  0.230
C -4.1905 -0.5301 -3.7834  0.140
C -2.9587 -0.1239 -3.3443  0.139
I -1.4886 0.5961 -4.6515  0.662
C -2.5479 -0.2060 -1.9612  0.084
O -1.3785 0.1352 -1.6593  0.339
C -3.5365 -0.7001 -1.0339  0.075
C -3.2781 -0.5808 0.4464  0.028
N -2.0743 -1.2479 0.9546  0.130
C -1.7908 -0.8870 2.3499  0.021
C -1.2699 0.5270 2.4198  -0.016
C -1.6173 1.4100 3.4336  0.002
C -1.0786 2.6884 3.4252  -0.002
C -0.2343 3.0615 2.3920  0.004
C 0.0634 2.1267 1.4137  -0.003
N -0.4383 0.9011 1.4445  0.083
C -4.7585 -1.1246 -1.4951  -0.043
H -4.4588 -0.4480 -4.8269  -0.009
H -4.1637 -0.9545 0.9781  0.008
H -3.1845 0.4890 0.6678  0.007
H -2.1917 -2.2583 0.8829  -0.006
H -1.0202 -1.5690 2.7290  -0.002
H -2.6780 -0.9976 2.9872  0.000
H -2.2959 1.0992 4.2115  0.000
H -1.3262 3.3863 4.2105  0.000
H 0.1863 4.0514 2.3404  0.000
H 0.7108 2.3653 0.5821  0.001
H -5.4912 -1.5064 -0.8022  0.004
O 2.6063 -0.6498 1.3332  0.031
C 1.5705 -1.1192 1.2790  0.260
C -1.3199 -3.4005 -2.1047  0.017
P 0.2272 -2.8059 -1.3353  0.164
C 1.3844 -2.7424 -2.7440  -0.006
C 0.8105 -4.2133 -0.3329  0.010
H -1.1290 -4.3675 -2.5708  0.003
H -1.6518 -2.6989 -2.8681  -0.002
H -2.1086 -3.5223 -1.3672  0.003
H 1.3449 -3.6971 -3.2713  0.002
H 2.3970 -2.5775 -2.3780  0.001
H 1.1072 -1.9444 -3.4314  0.004
H 0.8814 -5.0979 -0.9653  0.002
H 0.1276 -4.4273 0.4860  0.000
H 1.7896 -4.0009 0.0889  -0.001
N 1.6999 0.4483 -1.2985  0.084
C 2.5842 0.5809 -2.0338  -0.010
N 3.5603 0.6796 -2.8768  0.010
C 4.9467 0.7625 -2.4720  -0.001
C 5.6343 1.9222 -3.2455  0.000
O 5.4576 1.7340 -4.6110  0.000
C 4.1303 1.7492 -5.0147  0.001
C 3.3175 0.6326 -4.3018  -0.002
H 5.4649 -0.1598 -2.7599  0.001
H 5.0301 0.9106 -1.3947  0.000
H 6.7104 1.9130 -3.0494  0.000
H 5.2054 2.8818 -2.9181  0.000
H 4.1255 1.5744 -6.0928  0.000
H 3.6609 2.7184 -4.7932  0.000
H 3.6620 -0.3341 -4.6902  0.000
H 2.2531 0.7572 -4.5117  0.002

## Properties
- 2S+1 = 5
- LUMO level (alpha / beta) (eV) = -8.823 / -13.544
- <S²> = 6.040
- gap between HOMO and LUMO (alpha / beta) (eV) = 6.721 / 2.495
- total charge = +3

***

Record 4
Entry from the Open Molecules 2025 dataset: C22H28N3OPPtSSe2 as an isolated structure in a non-equilibrium geometry (ωB97M-V with the def2-TZVPD basis set).

Each line ends with the Löwdin charge.
Atoms and positions in Å:
Pt 1.1427 -0.1761 0.0916  0.471
Se 0.0280 1.7931 -0.8387  0.369
P -1.2892 0.2487 -1.6849  0.214
Se -0.2823 -1.6100 -2.1033  0.310
C -2.6384 0.0370 -0.4797  -0.390
C -3.0612 -1.2291 -0.1032  -0.108
C -4.0946 -1.3721 0.8101  -0.071
C -4.7129 -0.2534 1.3417  -0.078
C -4.2970 1.0154 0.9611  -0.076
C -3.2602 1.1610 0.0584  -0.106
C -2.0960 0.7972 -3.2166  -0.392
C -2.3289 2.1532 -3.4281  -0.106
C -2.9882 2.5791 -4.5704  -0.082
C -3.4188 1.6492 -5.5057  -0.085
C -3.1861 0.2976 -5.2970  -0.077
C -2.5241 -0.1310 -4.1579  -0.110
H -2.5699 -2.0981 -0.5196  0.058
H -4.4069 -2.3626 1.1129  0.106
H -5.5147 -0.3666 2.0589  0.102
H -4.7712 1.8924 1.3813  0.103
H -2.9159 2.1525 -0.2105  0.085
H -1.9844 2.8849 -2.7059  0.079
H -3.1610 3.6351 -4.7302  0.103
H -3.9314 1.9792 -6.3998  0.102
H -3.5147 -0.4288 -6.0284  0.104
H -2.3268 -1.1834 -3.9985  0.060
C 3.1428 -2.7986 1.4211  -0.107
O 2.4766 -2.1118 0.3687  -0.267
H 3.3886 -3.8173 1.1209  0.093
H 2.5374 -2.8156 2.3302  0.087
H 4.0701 -2.2614 1.6163  0.077
H 1.8132 -2.6744 -0.0548  0.051
C -0.4382 -2.9985 1.4196  -0.077
C -0.4365 -1.7441 2.2307  -0.394
C -0.9099 -1.5946 3.5139  -0.087
C -0.6532 -0.2596 3.8965  -0.085
C -0.0373 0.3521 2.8292  -0.401
C 0.3888 1.7803 2.7341  -0.092
N 0.1191 -0.5572 1.8075  -0.128
H -1.2890 -3.6169 1.7084  0.081
H 0.4596 -3.6059 1.5833  0.057
H -0.5177 -2.7967 0.3516  -0.023
H -1.3774 -2.3687 4.1017  0.091
H -0.8920 0.2130 4.8359  0.089
H 0.1745 2.2754 3.6813  0.072
H -0.1430 2.3147 1.9452  0.012
H 1.4588 1.8896 2.5300  0.050
S 2.7901 0.2915 -1.5281  0.608
C 4.0634 0.7707 -0.5442  -0.787
N 4.1007 0.7726 0.7921  0.026
C 5.4313 1.0979 1.2905  -0.126
C 6.0562 1.7756 0.0622  -0.135
N 5.2512 1.2168 -1.0182  0.017
H 3.3822 0.2956 1.3220  0.101
H 5.9702 0.1894 1.5733  0.119
H 5.3797 1.7642 2.1488  0.120
H 7.1103 1.5346 -0.0569  0.117
H 5.9377 2.8618 0.1116  0.122
H 5.2957 1.5613 -1.9622  0.136

## Properties
- 2S+1 = 1
- LUMO level (eV) = -0.046
- energy relative to the best compared isomer or geometry (same formula, charge and spin) (eV) = 1.0139
- gap between HOMO and LUMO (eV) = 6.498
- total charge = 0